1.
10
Properties=species:S:1:pos:R:3 method="wB97M-V/def2-TZVPD" smiles="Nc1no[nH]c1=S" homo_lumo_gap_ev=8.71 lumo_ev=0.10 e_tot_ev=-19472.9800 largest_force_ha_per_bohr=0.0486
C -0.42 -0.36 -0.19
C 0.57 0.69 0.08
H -1.92 0.81 -0.82
H -2.33 -0.82 -0.78
H 2.48 0.31 0.96
N -1.57 -0.15 -0.82
N -0.01 -1.50 0.30
N 1.52 0.05 0.76
O 1.28 -1.32 0.77
S 0.40 2.27 -0.26

***

2.
10
Properties=species:S:1:pos:R:3 method="wB97M-V/def2-TZVPD" smiles="CN=C=NSN=O" homo_lumo_gap_ev="8.60 / 8.60" lumo_ev="-0.14 / -0.14" e_tot_ev=-19470.6790 largest_force_ha_per_bohr=0.0519
C -0.41 -0.92 0.14
C 1.86 -0.13 0.02
N -1.58 -1.33 0.11
N 0.53 -0.33 -0.30
N -1.94 1.01 -0.16
O -2.26 2.16 -0.05
S -2.83 -0.27 0.34
H 2.17 0.77 -0.40
H 2.04 -0.31 1.01
H 2.42 -0.66 -0.70

***

3.
10
Properties=species:S:1:pos:R:3 method="wB97M-V/def2-TZVPD" homo_lumo_gap_ev="7.54 / 8.13" lumo_ev="-0.77 / -0.81" e_tot_ev=-19469.3308 largest_force_ha_per_bohr=0.0591
C -1.29 0.40 1.09
C 1.08 -0.27 0.03
N -0.39 0.33 1.95
N -1.14 0.01 -0.27
N 0.18 0.16 -0.79
O 2.92 -1.61 -1.11
S 2.46 -1.15 0.18
H -2.29 0.79 1.08
H -1.87 0.34 -0.79
H 0.35 1.01 -1.36

***

4.
10
Properties=species:S:1:pos:R:3 method="wB97M-V/def2-TZVPD" smiles="O=C1NN=CSN1" homo_lumo_gap_ev=8.73 lumo_ev=0.19 e_tot_ev=-19473.7516 largest_force_ha_per_bohr=0.1257
C -1.10 -0.43 -0.05
C 1.53 0.71 -0.05
H -0.40 -2.31 0.50
H 2.50 1.21 -0.07
H -1.53 1.56 -0.09
N -0.09 -1.32 -0.14
N 0.48 1.48 0.01
N -0.76 0.90 -0.03
O -2.25 -0.76 -0.04
S 1.63 -1.06 -0.04

***

5.
10
Properties=species:S:1:pos:R:3 method="wB97M-V/def2-TZVPD" homo_lumo_gap_ev="7.02 / 6.90" lumo_ev="0.38 / -2.19" s2=2.02 e_tot_ev=-19468.4619 spin_multiplicity=3 largest_force_ha_per_bohr=0.1055
C 1.31 0.26 0.32
C 0.06 0.07 1.02
N 1.40 0.76 -0.84
N -0.96 0.02 0.22
N -0.96 0.33 -1.05
O -2.76 -1.65 -0.71
S -2.49 -0.26 -0.55
H 2.25 -0.14 0.75
H -0.17 -0.09 2.10
H 2.33 0.70 -1.26

***

6.
9
Properties=species:S:1:pos:R:3 method="wB97M-V/def2-TZVPD" smiles="C1=NNC=NS1" homo_lumo_gap_ev=8.09 lumo_ev=0.49 e_tot_ev=-17426.1029 largest_force_ha_per_bohr=0.0645
C 0.07 1.25 0.07
C 0.17 -1.51 0.26
H -1.09 0.77 -1.56
H -0.15 2.32 -0.13
H 0.18 -2.60 0.28
N -0.56 0.39 -0.76
N 0.81 1.00 1.11
N -0.51 -0.97 -0.73
S 1.07 -0.63 1.47